98
Properties=species:S:1:pos:R:3 method="wB97M-V/def2-TZVPD" energy_ha=-4145.62876 relative_energy_kj_mol=0.0 spin_multiplicity=1 homo_lumo_gap_ev=8.45
Zn 1.48341 -3.44086 1.62282
B -1.04403 -1.59804 0.75308
F -2.09163 -2.28705 1.49485
F -1.32694 -0.30166 0.49191
F 0.07363 -1.67874 1.59434
F -0.81824 -2.35087 -0.42202
O 2.80428 -3.53624 2.96354
H 2.91347 -2.52283 2.92554
C 2.65670 1.17724 2.53628
C 2.39751 0.69787 3.94210
O 2.03469 -0.67352 3.90542
O 1.70400 1.00720 1.50956
H 3.55843 0.64436 2.22198
H 2.90711 2.23462 2.52495
H 1.59017 1.40112 4.34098
H 3.36107 0.88605 4.56707
H 1.64482 -1.02967 4.73054
H 1.03311 0.45953 1.94928
C 1.31067 0.50338 -1.70096
C 1.66183 1.95875 -1.93421
O 2.33007 2.62027 -0.87374
O 2.61207 -0.10030 -1.30297
H 0.80702 0.03438 -2.58162
H 0.60873 0.50572 -0.89435
H 0.78695 2.57348 -2.20511
H 2.37236 1.97358 -2.73101
H 1.92854 2.32996 -0.02529
H 3.08885 0.63317 -0.84408
C -0.59128 -3.76112 4.09298
C 0.42337 -4.00253 5.19478
O 1.41583 -3.01369 5.29913
O -0.21245 -4.14350 2.73326
H -0.60120 -2.67271 3.96593
H -1.56532 -4.17670 4.26360
H 0.80430 -4.99442 5.10680
H -0.19862 -3.86921 6.05839
H 1.97440 -3.16636 4.48430
H -1.01157 -4.49254 2.25015
C 3.52121 -3.09812 -0.53180
C 4.78438 -3.20752 0.25680
O 4.77176 -4.23589 1.24948
O 2.44973 -2.36319 0.08249
H 3.07084 -4.04523 -0.91520
H 3.73039 -2.46213 -1.39227
H 5.09019 -2.17247 0.60668
H 5.51417 -3.48647 -0.52232
H 4.17366 -3.92815 1.96804
H 2.33096 -1.47934 -0.40804
C -1.53686 -5.78584 0.03918
C 0.00456 -5.87104 0.14262
O 0.57373 -4.57724 0.07013
O -2.15540 -5.15637 1.17600
H -1.89630 -6.80075 -0.04904
H -1.83794 -5.26521 -0.87633
H 0.41353 -6.63682 -0.56141
H 0.25779 -6.22086 1.15423
H -0.08047 -3.95933 -0.29519
H -2.67649 -4.42918 0.80869
C -3.84017 -2.74289 -1.55181
C -2.76532 -2.46832 -2.58723
O -2.21573 -1.15137 -2.81331
O -3.85896 -4.14659 -1.33570
H -4.87845 -2.34975 -1.83728
H -3.57882 -2.30877 -0.59554
H -2.97259 -2.80380 -3.59935
H -1.88486 -3.05692 -2.31588
H -2.19766 -0.67741 -1.96058
H -4.59983 -4.40790 -0.77286
C -0.97907 6.89522 -2.91556
C -0.30468 5.61196 -2.36613
C 0.04807 5.81734 -0.83627
C -1.19510 5.73814 0.09519
C -1.80011 4.33238 -0.12429
C -2.23873 4.00890 -1.54909
N -1.14748 4.40298 -2.49215
O -1.55509 4.24066 -3.83400
C -2.55414 2.46788 -1.59888
C -3.62653 4.80437 -1.82494
C 0.94180 5.32232 -3.14379
H -1.74561 7.38288 -2.29702
H -1.33183 6.65556 -3.94537
H -0.13061 7.52244 -3.10949
H 0.76611 5.03323 -0.56905
H 0.50386 6.80120 -0.83228
H -1.92380 6.44613 -0.25620
H -0.91620 5.93888 1.11771
H -2.67770 4.18784 0.49933
H -1.01710 3.59473 0.18544
H -1.89746 1.96351 -0.89015
H -3.65711 2.30677 -1.39643
H -2.55331 2.03870 -2.62536
H -3.53748 5.88540 -2.10715
H -4.16598 4.40653 -2.69138
H -4.25460 4.78625 -0.94207
H 0.62691 5.25193 -4.22255
H 1.38688 4.26625 -2.95592
H 1.76156 5.99829 -2.91242
H -1.36270 3.35815 -4.10111